The following is a DFT calculation (ωB97M-V with the def2-TZVPD basis set) of a structure of composition C38H27F6N3O4OsSb.

Atoms and positions in Å:
Os: -1.02917 0.62126 -0.33558
O: 1.85454 -2.76325 -1.54679
C: 0.93268 -3.70754 -1.27794
C: 1.39600 -5.02548 -1.25318
C: 0.53382 -6.06660 -0.98937
C: -0.81731 -5.81910 -0.74632
C: -1.27570 -4.52021 -0.77385
C: -0.42020 -3.44030 -1.03279
C: -0.98159 -2.06639 -1.01883
O: -0.13824 -1.04314 -1.12486
N: -2.26267 -1.92551 -0.90459
N: -2.61153 -0.56106 -0.78084
C: -3.82047 -0.26599 -1.08797
C: -4.39807 1.03238 -0.88775
C: -5.71860 1.24324 -1.32120
C: -6.34326 2.45275 -1.14391
C: -5.63236 3.48411 -0.51498
C: -4.34281 3.30089 -0.07114
C: -3.68451 2.06717 -0.23787
O: -2.47928 1.94500 0.26513
H: 1.42046 -1.89240 -1.56462
H: 2.44598 -5.19478 -1.45328
H: 0.91119 -7.08162 -0.97736
H: -1.49782 -6.63406 -0.53957
H: -2.31981 -4.30218 -0.59428
H: -4.43846 -1.06576 -1.49245
H: -6.23979 0.42391 -1.80552
H: -7.35735 2.60838 -1.48493
H: -6.10317 4.45090 -0.38052
H: -3.78862 4.09957 0.40521
F: -0.39506 3.34479 -0.93109
C: -0.78882 2.21529 -1.61265
F: 0.17832 2.10535 -2.59472
F: -1.90287 2.60024 -2.28841
O: -1.09853 -0.14799 1.69684
N: -2.33116 -0.33592 2.18740
C: -2.99053 0.71764 2.68742
C: -4.28570 0.56119 3.14018
C: -4.88562 -0.68364 3.07349
C: -4.16511 -1.75794 2.57278
C: -2.87465 -1.55972 2.13399
H: -2.44812 1.64758 2.66967
H: -4.80736 1.42344 3.52865
H: -5.90470 -0.81779 3.40992
H: -4.59175 -2.74817 2.50506
H: -2.24147 -2.32374 1.71033
F: 4.26272 -2.77755 4.20205
C: 3.68775 -1.95142 3.30627
C: 4.27992 -0.72998 3.06083
C: 3.68232 0.11843 2.13762
C: 2.51557 -0.26002 1.47827
C: 1.94019 -1.49828 1.76346
C: 2.52845 -2.35947 2.67737
Sb: 1.61411 0.95151 0.01299
C: 2.60623 2.78839 0.33853
C: 3.29263 3.42515 -0.69136
C: 3.87808 4.66856 -0.49046
C: 3.76285 5.25457 0.75205
F: 4.33851 6.45561 0.95788
C: 3.08002 4.66186 1.79513
C: 2.49491 3.42370 1.57467
C: 2.74339 0.30348 -1.66224
C: 4.10519 0.06975 -1.47199
C: 4.90968 -0.37003 -2.51146
C: 4.32609 -0.57727 -3.74425
F: 5.09880 -1.00765 -4.76005
C: 2.98394 -0.36545 -3.97430
C: 2.19173 0.07673 -2.92261
H: 5.18848 -0.45857 3.58170
H: 4.13461 1.08346 1.93933
H: 1.02295 -1.80145 1.27161
H: 2.10581 -3.32993 2.90147
H: 3.37340 2.95695 -1.66510
H: 4.40865 5.18335 -1.28028
H: 3.00545 5.17026 2.74699
H: 1.94504 2.95594 2.38484
H: 4.55749 0.22652 -0.49933
H: 5.96495 -0.56386 -2.37486
H: 2.57034 -0.55251 -4.95628
H: 1.13904 0.23439 -3.09543

HOMO-LUMO gap (spin up / spin down)   7.2 / 6.7 eV
2S+1   2
HOMO energy (spin up / spin down)   -7.63 / -7.48 eV
Electronic energy   -77812.302 eV

Results of the Löwdin charge analysis, in e, for atoms 1 through 4:
1 Os 1.306
2 O 0.067
3 C -0.258
4 C -0.008

---

The following is a DFT calculation (ωB97M-V with the def2-TZVPD basis set) of the molecule C3H8INOS.

Atoms and positions in Å:
C: -0.18142 0.52366 -1.54772
C: -0.05656 1.25592 1.05684
C: -0.54346 0.39238 -0.05315
N: 1.19844 -1.38988 0.71134
O: -0.63622 -2.19370 -1.02911
S: -0.45744 -1.31999 0.57115
I: -2.74807 0.48080 0.17548
H: -0.67072 -0.39126 -1.95162
H: -0.44694 1.41483 -1.85682
H: 0.95956 0.54771 -1.45283
H: 0.96817 1.37822 0.83855
H: -0.52889 2.29890 1.08920
H: -0.09658 0.83067 1.97555
H: 1.59683 -1.97694 -0.00811
H: 1.64330 -1.85132 1.48125

HOMO-LUMO gap   9.5 eV
HOMO energy   -9.25 eV
Electronic energy   -25710.761 eV

Results of the Löwdin charge analysis, in e, for atoms 1 through 4:
1 C -0.124
2 C -0.234
3 C -1.039
4 N -0.226

---

The following is a DFT calculation (ωB97M-V with the def2-TZVPD basis set) of a cluster of 2 separate species, C11H18NOS in total.

Atoms and positions in Å:
C: 3.60369 -0.63820 1.30737
C: 2.88992 -1.61493 1.94796
C: 2.79806 0.13154 0.39708
C: 1.58909 -0.34401 0.33470
C: -1.29887 -1.27382 -0.82832
C: -0.49794 -0.10484 -1.39761
C: -1.43566 0.22732 -0.37966
C: 3.24579 1.32299 -0.35669
C: -0.09956 0.35116 -2.66788
C: -1.06027 0.54448 1.01449
C: -2.86351 0.72382 -0.71714
N: -1.90180 -0.05171 2.05054
O: -3.79728 0.10768 0.18683
S: 1.31012 -1.85926 1.27995
H: 4.69043 -0.46514 1.55640
H: 3.26456 -2.47292 2.58371
H: -1.96214 -1.70209 -1.64495
H: -0.68948 -1.87748 -0.22695
H: 4.09693 1.79030 0.30552
H: 3.56171 1.13318 -1.42116
H: 2.35433 1.92912 -0.41898
H: 0.84537 -0.10525 -3.12407
H: 0.10505 1.50123 -2.78148
H: -0.84369 -0.06865 -3.30252
H: -1.48441 1.62068 1.16695
H: 0.03247 0.27747 0.97668
H: -3.03909 0.46394 -1.75589
H: -3.06073 1.77813 -0.59567
H: -1.97540 0.52326 2.95881
H: -1.42359 -0.95772 2.36635
H: -2.85342 -0.30720 1.55411
H: -4.10068 -0.58307 -0.36848

HOMO-LUMO gap   7.3 eV
Charge   +1
HOMO energy   -11.47 eV
Electronic energy   -26058.086 eV

Results of the Löwdin charge analysis, in e, for atoms 1 through 4:
1 C -0.135
2 C -0.428
3 C -0.449
4 C -0.303

---

The following is a DFT calculation (ωB97M-V with the def2-TZVPD basis set) of a structure of composition BrH10LiO5.

Atoms and positions in Å:
Li: 0.62353 2.61441 -2.20347
Br: 0.09453 0.51341 -0.85947
O: -1.61847 -2.00759 1.27053
H: -1.33047 -1.87959 2.14853
H: -1.02447 -1.72359 0.67053
O: -1.61947 -1.52559 -3.04547
H: -0.90047 -1.22359 -2.59547
H: -2.35547 -1.67859 -2.40447
O: 2.85653 1.85241 0.82953
H: 3.63853 1.50441 0.45853
H: 2.22953 1.27441 0.20553
O: -2.67147 2.53541 0.80953
H: -2.30847 1.82641 0.20453
H: -2.07247 2.88841 1.34353
O: 2.46253 -1.49059 1.20153
H: 1.91353 -1.17059 0.64353
H: 2.08253 -2.30959 1.32253

HOMO-LUMO gap   8.5 eV
HOMO energy   -10.14 eV
Electronic energy   -80647.360 eV

Results of the Löwdin charge analysis, in e, for atoms 1 through 4:
1 Li 0.710
2 Br -0.096
3 O -0.002
4 H 0.023